ORCA calculation (the ωB97M-V functional and the def2-TZVPD basis) on a 4-piece molecular cluster, C4H16O4 overall in a non-equilibrium geometry.

Summary:
SMILES string: CC[C@H](C)O.O.O.O
Spin multiplicity: 1
HOMO-LUMO gap: 11.10 eV

```
24
Properties=species:S:1:pos:R:3:mulliken_charge:R:1
O 1.1040 -2.1341 -3.5170 -0.666
O 1.7491 -3.0649 2.6476 -0.657
O -3.5930 2.5239 1.9229 -0.619
O 1.0742 -0.4492 -1.1931 -0.582
C 0.0033 0.4675 -0.7765 0.611
C 0.8638 2.2153 0.8766 -1.197
C -1.2742 -0.2899 -1.0605 -1.650
C 0.2204 0.8632 0.6820 -0.184
H -1.2964 -0.6958 -2.0699 0.426
H -0.7798 0.7923 1.1362 0.296
H 1.9134 -0.1999 -0.8039 0.271
H 0.0818 1.2972 -1.4860 0.224
H 0.9117 -3.4341 2.3208 0.323
H 0.1839 3.0441 0.7052 0.311
H 1.7007 2.3025 0.1702 0.319
H -4.4065 2.8340 2.3116 0.309
H -2.8288 2.9199 2.3407 0.314
H 1.3506 2.3253 1.8462 0.390
H 1.7021 -2.1724 2.2912 0.326
H -1.3523 -1.1289 -0.3669 0.327
H 0.9754 -1.6424 -2.6814 0.426
H -2.1344 0.3683 -0.9317 0.390
H 1.8846 -1.6794 -3.8385 0.280
H 0.7309 0.0615 1.2184 0.013
```

---

ORCA calculation (the ωB97M-V functional and the def2-TZVPD basis) on a 4-piece molecular cluster, C4H16O4 overall in a non-equilibrium geometry.

Summary:
SMILES string: CO.CO.CO.CO
Spin multiplicity: 1
HOMO-LUMO gap: 10.93 eV

```
24
Properties=species:S:1:pos:R:3:mulliken_charge:R:1
O -1.0243 -0.3554 -0.7619 -0.486
O 2.1246 -5.0235 -0.9918 -0.530
O 2.9853 3.0922 1.4149 -0.489
O -5.6118 -0.3216 1.0780 -0.502
C 2.8925 3.4860 0.0522 -0.497
C 1.8790 -3.6412 -0.7013 -0.535
C -4.6072 0.5505 1.5717 -0.390
C 0.2231 0.0823 -1.2396 -0.284
H 1.9567 3.1971 -0.4236 0.149
H 0.5577 1.0358 -0.8065 0.065
H 0.8199 -3.4567 -0.9014 0.250
H -1.1143 -0.1911 0.1766 0.283
H -4.1144 0.1656 2.4694 0.234
H 2.4555 -3.0159 -1.3976 0.243
H 0.9895 -0.6513 -0.9608 0.152
H 0.2529 0.2697 -2.3110 0.282
H -6.3999 -0.1896 1.6121 0.300
H 2.2178 -3.3603 0.2891 0.277
H 3.6335 3.6828 1.8063 0.307
H 2.0596 -5.1519 -1.9380 0.294
H 3.6927 3.0454 -0.5532 0.247
H -3.8371 0.6253 0.8031 0.107
H 2.9674 4.5737 -0.0459 0.267
H -4.9985 1.5520 1.7590 0.253
```

---

ORCA calculation (the ωB97M-V functional and the def2-TZVPD basis) on a 5-piece molecular cluster, C4H16O4 overall in a non-equilibrium geometry.

Summary:
SMILES string: C=C(C)C.O.O.O.O
Spin multiplicity: 1
HOMO-LUMO gap: 9.91 eV

```
24
Properties=species:S:1:pos:R:3:mulliken_charge:R:1
O 1.4025 -1.3400 -2.3661 -0.606
O 0.1343 0.2354 3.6243 -0.660
O -0.9985 -1.8409 -0.7064 -0.593
O 1.5142 -2.2337 1.3658 -0.621
C -0.6788 1.6425 -0.4191 0.816
C -1.6700 1.2606 0.3870 -0.766
C -0.8891 2.1324 -1.8340 -1.243
C 0.7608 1.4683 -0.0605 -0.946
H -2.6862 1.4563 0.0708 0.313
H -1.8609 -2.0146 -1.0852 0.274
H -0.8362 -0.9403 -1.0198 0.318
H -0.1652 2.9413 -1.9692 0.326
H 1.3978 -2.0457 0.4328 0.323
H 0.7532 -1.8827 1.7780 0.310
H 0.9442 -1.6902 -3.1361 0.314
H 1.2787 2.3501 0.3398 0.328
H -0.4626 1.3334 -2.4631 0.261
H 1.3184 1.1236 -0.9167 0.327
H -0.6784 -0.2238 3.7893 0.318
H 0.9804 0.8521 0.8186 0.075
H -1.8250 2.3797 -2.3085 0.397
H 0.5122 0.4038 2.7746 0.274
H -1.4177 0.8113 1.3366 0.175
H 1.0076 -1.8822 -1.6710 0.286
```

---

ORCA calculation (the ωB97M-V functional and the def2-TZVPD basis) on the molecule C4H16Si3 in a non-equilibrium geometry.

Summary:
SMILES string: CC[SiH](CC)[SiH2][SiH3]
Spin multiplicity: 1
HOMO-LUMO gap: 10.29 eV

```
23
Properties=species:S:1:pos:R:3:mulliken_charge:R:1
Si 0.5824 -0.1076 -0.7718 0.253
Si 0.1253 1.8940 0.1829 0.169
Si -1.3950 3.5269 -0.8151 0.329
C 1.7757 -0.9567 1.7263 -0.891
C 2.0054 -1.0388 0.1717 -0.678
C -1.4162 -1.8714 0.5337 -1.120
C -0.8812 -1.3457 -0.8002 -0.467
H 1.1428 -0.1870 -2.1781 -0.196
H -1.3836 3.0723 -2.2721 -0.087
H -0.6988 -2.4989 0.9474 0.304
H 2.6710 -0.5244 2.2723 0.267
H -0.4430 1.4825 1.6530 -0.083
H -2.3471 -2.3476 0.3194 0.407
H -0.7039 -2.1546 -1.5084 0.377
H -1.8107 -0.7275 -1.0097 0.224
H 2.9801 -0.6532 -0.1092 0.419
H -2.6284 3.5041 -0.0215 -0.083
H -1.7939 -1.0437 1.2268 0.247
H 1.9618 -2.0993 -0.0839 0.362
H 1.0487 -0.1887 1.9258 0.180
H 1.4219 2.5419 0.3422 -0.121
H -0.5551 4.7002 -0.8740 -0.101
H 1.5954 -1.9523 1.9880 0.292
```

---

ORCA calculation (the ωB97M-V functional and the def2-TZVPD basis) on C4H17Ba2O5 as an isolated structure in a non-equilibrium geometry.

Summary:
Spin multiplicity: 1
Net charge: +3
HOMO-LUMO gap: 6.43 eV

```
28
Properties=species:S:1:pos:R:3:mulliken_charge:R:1
Ba 6.9476 3.1179 -0.5540 1.840
Ba 9.3391 4.1011 -3.8956 1.834
O 7.9882 4.2244 -6.2837 -0.511
O 6.8754 0.4139 0.0091 -0.521
O 10.0184 1.4516 -3.0509 -0.520
O 7.4790 2.3564 -3.0983 -1.209
O 7.2869 0.5937 -5.4688 -0.419
C 10.4294 0.9330 -1.7605 -0.484
C 6.7176 -0.3947 -1.1767 -0.590
C 6.5745 3.9148 -6.2338 -0.362
C 5.9483 0.1495 -5.5752 -0.505
H 6.0598 4.7906 -6.6285 0.373
H 9.0438 1.4595 -2.9790 0.459
H 10.0716 -0.0923 -1.6952 0.268
H 7.3572 1.2422 -4.7570 0.175
H 5.6673 -0.6463 -1.3679 0.367
H 6.4384 -0.0291 0.7524 0.302
H 6.3027 3.0644 -6.8585 0.236
H 6.2524 3.6926 -5.2175 0.101
H 5.8842 -0.6870 -6.2708 0.297
H 6.6298 1.9420 -3.3088 0.186
H 11.5131 0.9606 -1.6882 0.308
H 8.1549 4.6399 -7.1414 0.287
H 7.1149 -1.3987 -1.0171 0.336
H 10.0634 1.5401 -0.9175 0.127
H 5.6067 -0.3688 -4.6575 0.167
H 7.1085 0.1121 -2.0510 0.199
H 5.2575 0.9609 -5.8227 0.261
```

---

ORCA calculation (the ωB97M-V functional and the def2-TZVPD basis) on C4H17F4N3O12PbS4 as an isolated structure in a non-equilibrium geometry.

Summary:
Spin multiplicity: 2
Net charge: +1
HOMO-LUMO gap (spin up / spin down): 8.27 / 4.13 eV

```
45
Properties=species:S:1:pos:R:3:lowdin_spin:R:1
Pb 0.0520 0.6274 -0.5082 0.059
S 1.9237 -1.8895 -2.5522 0.000
S -2.4131 -0.8610 -2.7995 -0.026
S -3.1118 1.2387 -2.3598 -0.004
S 2.5677 -1.9725 -0.3436 0.000
F -2.5999 2.2605 -1.2550 -0.003
F 2.7763 -0.9786 0.8761 0.000
F -1.5726 -2.1701 -2.1814 -0.009
F 1.0575 -0.9567 -3.5540 0.000
O 1.1439 -3.0773 -2.4760 0.001
O 2.1495 2.1801 -0.2368 0.019
O -2.6357 1.8892 -3.5682 0.005
O -1.6214 -0.6169 -3.9727 0.220
O 1.7502 -2.9484 0.3478 0.000
O -4.5345 1.2467 -2.0005 0.020
O 3.2343 -1.8923 -3.2150 0.003
O 0.6132 0.7915 2.1932 0.010
O -0.5441 2.9668 0.4496 0.022
O 0.6575 2.1045 -2.7445 0.010
O 3.9455 -2.2926 -0.6970 0.007
O -3.7463 -1.4703 -2.9327 0.256
N 1.8210 -0.8903 -1.1914 0.021
N -2.1092 -0.0063 -1.6304 0.302
N -0.8443 -1.3634 0.8589 0.074
C 1.5874 1.5447 2.9713 0.001
C 0.1608 -0.2845 2.9856 0.001
C -1.8270 -2.0054 3.0299 0.005
C -1.1092 -0.8763 2.2482 0.003
H -1.1558 -2.8514 3.1777 0.000
H 1.8581 2.4801 2.4816 0.000
H -2.7256 -2.3925 2.5494 0.000
H -0.0385 3.7217 0.1484 0.000
H 0.6651 2.9971 -3.0898 0.000
H -2.1629 -1.6513 4.0045 0.001
H -0.2190 -2.1520 0.9438 0.002
H -1.7385 0.0103 2.1705 0.000
H 2.4615 0.8976 3.0449 0.000
H -1.7044 -1.7183 0.4661 0.001
H 1.2502 1.9323 3.9327 0.000
H 2.4686 1.9285 -1.1035 0.000
H -0.9515 3.2604 1.2644 0.000
H 2.9209 2.5263 0.2118 0.001
H 0.9097 -1.0713 3.0762 0.000
H 1.5016 1.7380 -3.0080 0.000
H -0.1109 0.0469 3.9878 0.000
```

---

Number 1: electronic energy -12597.195 eV. Number 2: electronic energy -12595.097 eV. Number 3: electronic energy -12596.326 eV. Number 4: electronic energy -28038.007 eV. Number 5: electronic energy -16022.443 eV. Number 6: electronic energy -92907.974 eV.